No. 1
Formula: C38H114O19
Source: OMol25
Level of theory: the ωB97M-V functional and the def2-TZVPD basis

Structure (XYZ):
```
171
Properties=species:S:1:pos:R:3
C 1.327 -2.012 -5.628
C 1.387 -0.859 -4.637
O 2.689 -0.348 -4.561
H 0.396 -2.562 -5.674
H 2.167 -2.637 -5.355
H 1.534 -1.619 -6.640
H 1.206 -1.258 -3.606
H 0.692 -0.066 -4.841
H 3.170 -0.434 -5.379
C -4.227 -3.358 0.061
C -5.499 -2.809 -0.542
O -5.241 -2.198 -1.834
H -3.421 -2.649 0.045
H -3.879 -4.223 -0.510
H -4.411 -3.681 1.132
H -5.964 -2.030 0.083
H -6.160 -3.625 -0.757
H -6.120 -2.166 -2.220
C -3.126 5.315 -0.749
C -3.751 4.644 0.442
O -3.084 3.403 0.785
H -3.093 4.595 -1.580
H -2.051 5.610 -0.566
H -3.607 6.246 -0.974
H -4.779 4.451 0.216
H -3.725 5.322 1.321
H -3.557 3.042 1.558
C 0.581 5.580 3.487
C -0.872 5.136 3.701
O -1.705 6.240 3.877
H 1.276 4.715 3.499
H 0.901 6.356 4.201
H 0.636 6.019 2.493
H -0.893 4.597 4.637
H -1.194 4.405 2.943
H -1.167 7.008 3.830
C 2.691 0.919 -1.289
C 3.811 1.600 -2.071
O 3.323 2.082 -3.376
H 1.779 1.399 -1.623
H 2.663 0.882 -0.206
H 2.659 -0.151 -1.499
H 4.679 0.938 -2.151
H 4.096 2.505 -1.527
H 2.989 1.235 -3.776
C -3.019 -3.889 -4.565
C -1.984 -4.791 -5.141
O -2.497 -6.103 -5.253
H -2.593 -2.876 -4.556
H -3.217 -4.226 -3.540
H -3.969 -3.850 -5.112
H -1.070 -4.797 -4.533
H -1.588 -4.376 -6.055
H -1.801 -6.613 -5.739
C 3.534 -4.212 -2.924
C 4.266 -3.473 -1.934
O 4.134 -3.940 -0.637
H 3.758 -5.282 -2.884
H 3.830 -3.781 -3.849
H 2.434 -4.152 -2.886
H 3.953 -2.399 -1.966
H 5.339 -3.436 -2.280
H 3.377 -3.495 -0.217
C -5.996 0.352 2.293
C -5.118 0.808 3.418
O -4.229 1.787 2.911
H -5.479 -0.118 1.476
H -6.478 1.243 1.844
H -6.701 -0.429 2.599
H -4.602 -0.094 3.782
H -5.691 1.147 4.254
H -3.378 1.626 3.400
C -2.655 -2.506 4.242
C -1.810 -3.427 3.488
O -2.541 -4.339 2.674
H -3.462 -2.181 3.545
H -2.033 -1.678 4.560
H -3.081 -2.921 5.129
H -1.161 -4.042 4.130
H -1.192 -2.794 2.851
H -1.928 -4.663 1.987
C -0.880 -4.259 -1.061
C -0.659 -5.667 -0.636
O -0.517 -5.760 0.783
H 0.062 -3.695 -1.033
H -1.615 -3.795 -0.371
H -1.262 -4.255 -2.088
H 0.195 -6.069 -1.178
H -1.540 -6.203 -1.016
H -0.015 -6.569 1.056
C 2.245 0.923 4.027
C 1.751 1.272 2.688
O 0.453 1.775 2.872
H 2.682 1.745 4.575
H 3.003 0.132 3.948
H 1.448 0.504 4.646
H 1.858 0.445 2.008
H 2.406 2.049 2.184
H 0.300 2.349 2.104
C 1.521 4.206 -0.439
C 0.178 3.559 -0.561
O -0.302 3.288 0.778
H 1.536 5.192 0.007
H 1.881 4.373 -1.468
H 2.185 3.554 0.080
H 0.298 2.574 -1.092
H -0.615 4.103 -1.030
H -1.263 3.274 0.779
C 5.008 2.906 1.828
C 6.501 2.800 1.358
O 7.106 1.751 2.119
H 5.107 3.025 2.896
H 4.546 1.944 1.599
H 4.462 3.772 1.428
H 6.980 3.705 1.545
H 6.654 2.635 0.307
H 7.729 1.303 1.542
C -0.209 3.053 -4.861
C -0.705 4.193 -4.057
O -2.159 4.220 -4.199
H 0.832 2.896 -4.652
H -0.168 3.200 -5.933
H -0.644 2.058 -4.623
H -0.251 5.128 -4.357
H -0.403 4.037 -3.021
H -2.445 5.079 -3.891
C 6.222 -0.668 0.262
C 7.266 -1.403 -0.526
O 8.515 -0.660 -0.243
H 6.437 -0.673 1.321
H 5.304 -1.215 0.006
H 6.262 0.378 -0.046
H 7.020 -1.489 -1.604
H 7.374 -2.462 -0.229
H 9.208 -1.024 -0.841
C -3.716 1.179 -2.649
C -2.758 0.114 -3.166
O -2.800 -1.063 -2.316
H -3.524 1.544 -1.638
H -4.675 0.691 -2.707
H -3.602 2.026 -3.317
H -1.694 0.319 -3.147
H -3.113 -0.145 -4.158
H -3.755 -1.389 -2.213
C 2.797 -3.330 2.812
C 1.719 -2.616 2.002
O 2.267 -2.205 0.761
H 2.488 -3.557 3.787
H 3.694 -2.768 2.836
H 2.948 -4.248 2.280
H 1.307 -1.790 2.628
H 0.876 -3.353 1.839
H 1.507 -1.899 0.214
C -2.690 1.241 6.513
C -1.455 1.052 5.595
O -1.817 1.150 4.220
H -2.356 1.352 7.557
H -3.406 0.376 6.400
H -3.245 2.152 6.179
H -0.998 0.076 5.718
H -0.695 1.819 5.781
H -0.999 1.222 3.702
C -1.576 -0.289 0.934
C -0.625 -0.063 -0.178
O -0.232 -1.293 -0.698
H -1.195 -0.969 1.681
H -2.528 -0.607 0.468
H -1.738 0.712 1.396
H 0.271 0.381 0.210
H -1.119 0.552 -0.935
H -0.925 -1.545 -1.334
```

Properties
multiplicity	1
E_HOMO	-9.766	eV
energy above the lowest of the compared OMol25 structures with the same formula, charge and spin	10.7	kcal per mole
Kohn-Sham gap	0.3757	hartree
total energy	-2945.5536	Ha

***

No. 2
Formula: C2H6OS
Source: OMol25
Level of theory: the ωB97M-V functional and the def2-TZVPD basis

Structure (XYZ):
```
10
Properties=species:S:1:pos:R:3
C 1.542 0.428 0.427
S 2.077 -1.059 -0.463
H 1.065 1.179 -0.194
H 2.371 0.890 0.963
H 0.872 0.205 1.263
H 1.027 -1.312 -1.230
O -1.464 0.686 -0.702
C -2.193 -0.115 -0.204
H -2.392 -1.168 -0.417
H -2.904 0.266 0.558
```

Properties
multiplicity	1
SMILES	C=O.CS
E_HOMO	-8.924	eV
energy above the lowest of the compared OMol25 structures with the same formula, charge and spin	17.6	kcal per mole
Kohn-Sham gap	0.3504	hartree
total energy	-553.1754	Ha

***

No. 3
Formula: C19H31N5O3
Source: OMol25
Level of theory: the ωB97M-V functional and the def2-TZVPD basis

Structure (XYZ):
```
58
Properties=species:S:1:pos:R:3
C -0.246 -4.005 -0.045
H 0.201 -4.994 -0.120
H -0.587 -3.712 -1.035
H -1.115 -4.073 0.605
C 0.769 -3.013 0.521
C 1.261 -3.498 1.883
H 0.424 -3.645 2.561
H 1.790 -4.443 1.779
H 1.939 -2.774 2.328
C 1.958 -2.829 -0.429
C 1.675 -1.903 -1.617
N 1.363 -0.563 -1.182
C 0.179 0.096 -1.169
N 0.287 1.316 -0.668
C 1.587 1.455 -0.337
C 2.292 0.303 -0.642
C 3.701 0.202 -0.425
O 4.426 -0.745 -0.668
N 4.216 1.376 0.135
C 3.532 2.539 0.463
O 4.093 3.499 0.947
N 2.177 2.549 0.212
C 1.388 3.724 0.508
H 0.576 3.458 1.185
H 2.043 4.458 0.972
H 0.963 4.125 -0.412
C 5.648 1.360 0.389
H 6.183 1.211 -0.550
H 5.926 2.310 0.837
H 5.888 0.535 1.059
C -1.111 -0.478 -1.680
N -2.317 -0.011 -1.032
C -2.331 -0.251 0.400
H -2.108 -1.305 0.582
C -3.726 0.075 0.944
C -3.801 -0.115 2.453
H -3.080 0.536 2.940
H -4.794 0.147 2.805
H -3.587 -1.148 2.713
O -4.066 1.414 0.657
C -4.041 1.675 -0.732
C -4.434 3.130 -0.940
H -3.712 3.777 -0.450
H -5.412 3.311 -0.502
H -4.466 3.363 -2.000
C -2.651 1.378 -1.307
H -2.666 1.524 -2.389
H -1.917 2.064 -0.861
H -4.768 1.009 -1.230
H -4.450 -0.592 0.442
H -1.589 0.373 0.925
H -1.200 -0.247 -2.749
H -1.090 -1.565 -1.568
H 2.577 -1.849 -2.232
H 0.853 -2.276 -2.229
H 2.266 -3.799 -0.822
H 2.805 -2.414 0.117
H 0.278 -2.043 0.663
```

Properties
multiplicity	1
SMILES	CC(C)CCn1c(CN2C[C@@H](C)O[C@@H](C)C2)nc2c1c(=O)n(C)c(=O)n2C
E_HOMO	-8.350	eV
energy above the lowest of the compared OMol25 structures with the same formula, charge and spin	0.0	kcal per mole
Kohn-Sham gap	0.3293	hartree
total energy	-1242.1726	Ha